{
  "formula": "C11H18ClGaSm",
  "method": "ωB97M-V/def2-TZVPD",
  "max_force_ha_per_bohr": 0.05017,
  "total_charge": -1,
  "relative_energy_kcal_mol": 0.0,
  "total_energy_ha": -3472.832141,
  "spin_multiplicity": 6,
  "orbital_gap_ev": [6.63, 6.69],
  "lumo_ev": [2.792, 2.818],
  "homo_ev": [-3.834, -3.876],
  "symbols": ["Sm", "Ga", "Cl", "C", "C", "C", "C", "C", "C", "C", "C", "C", "C", "C", "H", "H", "H", "H", "H", "H", "H", "H", "H", "H", "H", "H", "H", "H", "H", "H", "H", "H"],
  "xyz": [[0.7130, -0.9548, -3.1105], [-0.9523, 0.2354, -0.1759], [2.1214, -2.9487, -2.7893], [-1.9343, -1.2642, 0.6287], [2.1689, 0.7926, -3.7258], [0.5388, 0.6627, 2.3121], [0.7552, 0.7110, 0.8243], [-0.5765, 1.2963, 2.8766], [-0.7949, -1.4659, -4.8542], [-0.8972, 1.1003, 4.2333], [-0.0659, 0.3104, 5.0373], [-1.5894, 1.2731, -1.6329], [1.4052, -0.0668, 3.1519], [1.1018, -0.2588, 4.4930], [-0.3165, 0.1499, 6.0882], [-1.7780, -1.2853, 1.7169], [1.5617, 0.0480, 0.4848], [-2.2851, 0.8393, -2.3728], [-1.2162, 1.9237, 2.2470], [2.3082, -0.5054, 2.7107], [-0.5015, -2.5095, -5.0662], [0.9883, 1.7253, 0.4674], [-1.0018, 2.0808, -2.0918], [-0.6858, -0.8921, -5.7873], [-1.8591, -1.4711, -4.5753], [-3.0047, -1.1232, 0.4145], [2.2163, 1.6575, -3.0479], [-1.7890, 1.5674, 4.6483], [-1.6018, -2.2217, 0.1909], [3.1422, 0.2701, -3.6615], [1.7632, -0.8437, 5.1204], [2.0660, 1.1676, -4.7547]],
  "nbo_charge": [1.860, 1.205, -0.662, -1.198, -1.306, 0.024, -0.933, -0.245, -1.302, -0.196, -0.261, -1.316, -0.237, -0.209, 0.200, 0.221, 0.214, 0.193, 0.218, 0.207, 0.202, 0.234, 0.191, 0.210, 0.215, 0.221, 0.217, 0.202, 0.217, 0.202, 0.201, 0.210]
}